Version one
Formula: CH5PS
Source: the OMol25 dataset
Level of theory: ωB97M-V/def2-TZVPD

Structure (XYZ):
```
8
Properties=species:S:1:pos:R:3
C -0.89 0.61 -0.08
P 3.40 -0.16 0.01
S 0.90 0.62 -0.03
H -1.13 0.28 0.98
H -1.25 -0.19 -0.67
H -1.28 1.47 -0.50
H 3.05 -1.34 -0.53
H 1.00 0.01 1.21
```

HOMO (spin up / spin down) ... -7.70 / -7.86 eV
Gap between HOMO and LUMO (spin up / spin down) ... 0.247 / 0.251 Eh
LUMO energy (spin up / spin down) ... -0.97 / -1.03 eV

Version two
Formula: CH5PS
Source: the OMol25 dataset
Level of theory: ωB97M-V/def2-TZVPD

Structure (XYZ):
```
8
Properties=species:S:1:pos:R:3
C 1.10 -0.64 -0.68
P -2.31 1.38 0.18
S -0.73 -0.12 0.03
H 1.63 -1.08 0.15
H 1.62 0.11 -1.14
H 0.92 -1.44 -1.38
H -1.93 1.83 1.41
H -0.30 -0.04 1.45
```

HOMO ... -7.14 eV
Gap between HOMO and LUMO ... 0.249 Eh
LUMO energy ... -0.37 eV

Version three
Formula: CH5PS
Source: the OMol25 dataset
Level of theory: ωB97M-V/def2-TZVPD

Structure (XYZ):
```
8
Properties=species:S:1:pos:R:3
C -0.36 0.70 0.63
P 0.20 -0.65 -0.46
S 1.83 -0.09 -2.27
H -1.04 0.31 1.38
H 0.52 1.14 1.10
H -0.85 1.47 0.03
H -0.98 -1.28 -0.83
H 0.68 -1.59 0.43
```

HOMO ... -8.27 eV
Structure (SMILES) ... C[PH2]=S
Gap between HOMO and LUMO ... 0.291 Eh
LUMO energy ... -0.35 eV

Stability verdict: version three, ahead by 39.0 kcal/mol

Version one
Formula: C32H42N2O3
Source: the OMol25 dataset
Level of theory: ωB97M-V/def2-TZVPD

Structure (XYZ):
```
79
Properties=species:S:1:pos:R:3
C 2.79 -4.41 0.91
C 1.98 -3.21 0.50
O 0.62 -3.47 0.86
C -0.23 -2.41 0.67
C -1.58 -2.80 1.05
C -2.66 -1.88 0.86
O -2.56 -0.83 0.23
C -4.02 -2.32 1.46
C -4.85 -3.23 0.56
C -4.50 -4.72 0.47
C -3.14 -5.08 -0.16
C -2.03 -5.32 0.84
C -1.73 -4.12 1.75
O 0.18 -1.33 0.28
H 3.83 -4.26 0.62
H 2.75 -4.55 2.00
H 2.41 -5.32 0.43
H 2.33 -2.31 1.02
H 2.04 -3.06 -0.58
H -3.88 -2.77 2.45
H -4.60 -1.40 1.61
H -5.88 -3.18 0.94
H -4.86 -2.80 -0.45
H -4.59 -5.20 1.45
H -5.28 -5.17 -0.16
H -3.28 -6.02 -0.73
H -2.85 -4.31 -0.89
H -2.29 -6.16 1.50
H -1.11 -5.60 0.31
H -0.77 -4.31 2.25
H -2.52 -4.05 2.51
C 7.09 -0.45 1.91
C 7.81 0.35 0.81
C 6.73 0.80 -0.19
N 5.47 0.33 0.35
C 4.25 0.50 -0.29
C 3.62 -0.62 -0.91
C 2.36 -0.50 -1.43
C 1.64 0.73 -1.34
C 0.29 0.69 -1.75
C -0.62 1.74 -1.58
C -0.61 2.54 -0.41
C -1.50 3.58 -0.26
C -2.43 3.88 -1.29
N -3.29 4.94 -1.15
C -4.21 5.02 -0.03
C -4.69 6.48 0.01
C -4.08 7.19 -1.20
C -3.21 6.16 -1.94
C -2.45 3.08 -2.47
C -1.61 1.99 -2.58
C 2.34 1.89 -0.86
C 3.60 1.76 -0.32
C 5.61 -0.55 1.50
H 7.51 -1.46 2.01
H 7.16 0.06 2.87
H 8.30 1.23 1.24
H 8.55 -0.26 0.31
H 6.72 1.89 -0.33
H 6.92 0.35 -1.18
H 4.16 -1.57 -0.96
H 1.86 -1.35 -1.88
H -0.06 -0.22 -2.24
H 0.09 2.31 0.40
H -1.47 4.21 0.63
H -5.07 4.34 -0.20
H -3.73 4.71 0.91
H -5.78 6.51 -0.02
H -4.36 6.94 0.95
H -4.86 7.56 -1.87
H -3.45 8.03 -0.88
H -2.16 6.50 -2.03
H -3.58 5.98 -2.96
H -3.17 3.33 -3.24
H -1.66 1.32 -3.44
H 1.85 2.86 -0.89
H 4.11 2.61 0.12
H 5.32 -1.58 1.25
H 4.95 -0.21 2.31
```

HOMO ... -5.53 eV
Gap between HOMO and LUMO ... 0.123 Eh
LUMO energy ... -2.19 eV

Version two
Formula: C32H42N2O3
Source: the OMol25 dataset
Level of theory: ωB97M-V/def2-TZVPD

Structure (XYZ):
```
79
Properties=species:S:1:pos:R:3
C -4.11 -4.52 -1.00
C -2.84 -4.53 -0.18
O -2.78 -3.29 0.57
C -1.93 -3.17 1.64
C -1.76 -1.72 1.93
C -0.73 -1.31 2.93
O 0.48 -1.14 2.69
C -1.16 -1.02 4.35
C -1.26 0.47 4.66
C -2.57 1.13 4.20
C -2.69 1.41 2.69
C -3.45 0.36 1.88
C -3.14 -1.13 2.05
O -1.49 -4.14 2.25
H -4.09 -5.35 -1.70
H -4.98 -4.63 -0.35
H -4.24 -3.60 -1.57
H -2.83 -5.38 0.51
H -1.97 -4.59 -0.86
H -2.09 -1.56 4.55
H -0.37 -1.45 5.00
H -1.20 0.57 5.75
H -0.40 1.01 4.23
H -3.43 0.54 4.55
H -2.62 2.10 4.73
H -3.26 2.34 2.59
H -1.70 1.61 2.26
H -4.50 0.44 2.18
H -3.40 0.63 0.81
H -3.74 -1.64 1.29
H -3.57 -1.46 3.02
C 3.72 -6.85 -2.48
N 2.73 -6.86 -1.42
C 2.75 -8.04 -0.57
C 1.52 -8.13 0.32
C 1.30 -6.81 1.05
C 1.32 -5.65 0.11
C 1.96 -5.77 -1.16
C 1.82 -4.70 -2.09
C 1.11 -3.57 -1.77
C 0.67 -3.34 -0.42
C 0.18 -2.07 -0.01
C 0.56 -0.89 -0.76
C -0.31 0.21 -0.99
C 0.00 1.22 -1.89
C 1.27 1.22 -2.54
N 1.56 2.11 -3.53
C 2.88 2.11 -4.13
C 0.69 3.21 -3.88
C -0.78 2.86 -3.65
C -1.00 2.28 -2.25
C 2.22 0.25 -2.14
C 1.88 -0.76 -1.28
C 0.79 -4.43 0.48
H 3.77 -5.87 -2.95
H 4.72 -7.09 -2.09
H 3.46 -7.60 -3.24
H 2.81 -8.92 -1.23
H 3.67 -8.04 0.05
H 0.64 -8.38 -0.29
H 1.66 -8.94 1.05
H 0.34 -6.83 1.58
H 2.08 -6.67 1.82
H 2.27 -4.78 -3.08
H 0.91 -2.83 -2.54
H 0.11 -1.95 1.06
H -1.29 0.21 -0.50
H 3.15 1.11 -4.50
H 2.89 2.81 -4.98
H 3.65 2.42 -3.41
H 0.94 4.10 -3.26
H 0.86 3.46 -4.93
H -1.39 3.75 -3.79
H -1.09 2.12 -4.40
H -2.00 1.83 -2.21
H -0.97 3.09 -1.50
H 3.23 0.29 -2.55
H 2.65 -1.49 -1.01
H 0.47 -4.31 1.51
```

HOMO ... -5.92 eV
Gap between HOMO and LUMO ... 0.185 Eh
LUMO energy ... -0.88 eV

Stability verdict: version two, ahead by 8.5 kcal/mol

Version one
Formula: C21H13BrF5N2NaO3Te
Source: the OMol25 dataset
Level of theory: ωB97M-V/def2-TZVPD

Structure (XYZ):
```
47
Properties=species:S:1:pos:R:3
Na 0.90 1.55 -0.42
Br -1.67 1.27 2.91
C 0.21 1.28 3.24
C 0.59 1.15 4.57
C 1.95 1.04 4.82
C 2.83 1.07 3.76
C 2.35 1.23 2.46
N 1.03 1.34 2.21
C 3.39 1.24 1.30
O 4.57 1.21 1.70
O 2.94 1.26 0.14
H -0.15 1.12 5.35
H 2.31 0.92 5.84
H 3.90 0.98 3.87
C 1.17 0.97 -5.23
C 0.57 -0.26 -5.51
C 0.10 -1.02 -4.45
C 0.21 -0.54 -3.14
C 0.83 0.68 -2.78
C 1.31 1.38 -3.91
C -0.40 -1.36 -2.05
C -1.54 -2.20 -2.33
C -2.13 -2.91 -1.35
C -1.63 -2.82 -0.02
C -2.19 -3.51 1.08
C -1.66 -3.36 2.33
C -0.54 -2.52 2.53
C 0.02 -1.86 1.48
C -0.51 -1.98 0.17
N 0.08 -1.28 -0.83
H 1.52 1.59 -6.04
H 0.49 -0.62 -6.53
H -0.31 -2.00 -4.66
H 1.83 2.33 -3.75
H -1.93 -2.22 -3.34
H -3.00 -3.53 -1.55
H -3.05 -4.15 0.91
H -2.09 -3.89 3.17
H -0.13 -2.39 3.52
H 0.88 -1.20 1.60
F -1.90 3.99 1.60
Te -1.72 3.13 -0.08
F -3.52 2.68 0.23
F -1.55 1.22 -0.13
F -2.36 4.80 -0.69
F -2.05 2.77 -1.91
O 0.04 3.44 -0.10
```

HOMO ... -1.19 eV
Charge ... -2
Gap between HOMO and LUMO ... 0.195 Eh
LUMO energy ... 4.12 eV

Version two
Formula: C21H13BrF5N2NaO3Te
Source: the OMol25 dataset
Level of theory: ωB97M-V/def2-TZVPD

Structure (XYZ):
```
47
Properties=species:S:1:pos:R:3
Na -0.25 -2.15 -0.66
Br -1.54 3.51 3.76
C -1.67 1.81 2.84
C -2.82 1.59 2.09
C -2.88 0.38 1.43
C -1.82 -0.51 1.54
C -0.70 -0.15 2.29
N -0.65 1.02 2.95
C 0.56 -1.05 2.29
O 1.46 -0.78 3.10
O 0.53 -1.97 1.42
H -3.60 2.33 2.02
H -3.72 0.11 0.80
H -1.87 -1.44 1.02
C 4.93 -2.47 0.02
C 5.22 -1.19 0.48
C 4.25 -0.20 0.49
C 2.95 -0.46 0.03
C 2.74 -1.75 -0.41
C 3.65 -2.77 -0.44
C 1.87 0.55 -0.01
C 1.92 1.70 0.82
C 0.93 2.63 0.73
C -0.13 2.43 -0.19
C -1.19 3.35 -0.35
C -2.20 3.08 -1.23
C -2.19 1.88 -1.99
C -1.17 0.99 -1.87
C -0.11 1.24 -0.96
N 0.88 0.32 -0.84
H 5.69 -3.24 0.03
H 6.21 -0.96 0.84
H 4.49 0.79 0.85
H 3.38 -3.76 -0.78
H 2.70 1.79 1.57
H 0.91 3.49 1.38
H -1.21 4.25 0.26
H -3.03 3.77 -1.34
H -3.01 1.66 -2.67
H -1.17 0.06 -2.43
F -2.94 -4.04 -4.26
Te -2.64 -2.84 -2.62
F -1.48 -1.71 -3.79
F -4.11 -1.82 -3.33
F -0.78 -3.84 -1.97
F -4.02 -3.94 -1.69
O -2.40 -1.70 -1.21
```

HOMO (spin up / spin down) ... -3.65 / -1.46 eV
Charge ... -2
Gap between HOMO and LUMO (spin up / spin down) ... 0.278 / 0.197 Eh
LUMO energy (spin up / spin down) ... 3.91 / 3.91 eV

Stability verdict: version two, ahead by 11.0 kcal/mol

Version one
Formula: C3H14NO2
Source: the OMol25 dataset
Level of theory: ωB97M-V/def2-TZVPD

Structure (XYZ):
```
20
Properties=species:S:1:pos:R:3
C -1.02 -0.12 -0.29
C -0.90 0.97 0.77
C -2.09 1.82 0.86
N 0.00 -1.17 -0.10
H -2.01 -0.57 -0.29
H -0.88 0.28 -1.29
H -0.02 1.66 0.67
H -0.66 0.47 1.75
H -2.69 2.09 -0.06
H -2.90 1.17 1.33
H -1.88 2.75 1.39
H -0.28 -1.77 0.67
H 0.09 -1.73 -0.95
H 0.93 -0.80 0.19
H 2.76 -0.69 1.66
H 3.28 -0.07 0.33
O 2.48 -0.33 0.80
H 1.87 -0.81 -3.05
H 2.37 -1.76 -2.00
O 1.54 -1.42 -2.38
```

Expectation value of S² ... 0.753
2S+1 ... 2
HOMO (spin up / spin down) ... -18.97 / -18.97 eV
Charge ... +2
Gap between HOMO and LUMO (spin up / spin down) ... 0.441 / 0.145 Eh
LUMO energy (spin up / spin down) ... -6.96 / -15.02 eV

Version two
Formula: C3H14NO2
Source: the OMol25 dataset
Level of theory: ωB97M-V/def2-TZVPD

Structure (XYZ):
```
20
Properties=species:S:1:pos:R:3
C 2.34 0.64 -1.25
C 0.83 0.32 -1.57
N 0.03 0.22 -0.38
C -0.78 1.42 -0.05
H 2.81 -0.19 -0.66
H 2.92 0.70 -2.17
H 2.51 1.49 -0.59
H 0.52 1.04 -2.38
H 0.73 -0.66 -2.07
H 0.66 -0.05 0.38
H -0.78 -0.45 -0.31
H -1.75 1.39 -0.60
H -0.11 2.29 -0.08
H -1.25 1.38 0.99
H -0.58 -2.95 0.25
H -2.03 -2.51 -0.31
O -1.17 -2.22 -0.03
H -2.00 -0.92 2.91
H -1.40 -0.66 4.44
O -1.53 -0.29 3.48
```

Expectation value of S² ... 0.753
2S+1 ... 2
HOMO (spin up / spin down) ... -18.86 / -18.86 eV
Charge ... +2
Gap between HOMO and LUMO (spin up / spin down) ... 0.369 / 0.102 Eh
LUMO energy (spin up / spin down) ... -8.81 / -16.07 eV

Version three
Formula: C3H14NO2
Source: the OMol25 dataset
Level of theory: ωB97M-V/def2-TZVPD

Structure (XYZ):
```
20
Properties=species:S:1:pos:R:3
C -0.09 -0.43 -0.28
C -1.58 -0.37 -0.76
C -1.59 -0.54 -2.32
N 0.13 0.29 1.02
H 0.05 -1.49 -0.04
H 0.55 -0.06 -1.08
H -1.92 0.66 -0.50
H -2.34 -1.10 -0.41
H -1.02 0.37 -2.57
H -1.05 -1.39 -2.75
H -2.62 -0.56 -2.70
H 0.17 -0.36 1.80
H 1.04 0.78 0.99
H -0.53 1.06 1.12
H 2.96 -1.60 1.36
H 2.13 -2.66 0.62
O 2.13 -1.72 0.86
H 0.56 3.47 1.58
H 1.83 2.91 2.39
O 1.19 2.75 1.69
```

Expectation value of S² ... 0.752
2S+1 ... 2
HOMO (spin up / spin down) ... -19.06 / -19.06 eV
Charge ... +2
Gap between HOMO and LUMO (spin up / spin down) ... 0.439 / 0.147 Eh
LUMO energy (spin up / spin down) ... -7.13 / -15.06 eV

Stability verdict: version one, ahead by 13.0 kcal/mol